Entry 1:
14
Properties=species:S:1:pos:R:3:forces:R:3 method="wB97M-V/def2-TZVPD" smiles="N[C@H]1C(=O)C[C@H]1O"
N 1.50526 0.89173 0.09303 -0.0747 0.3234 0.2355
C 0.36887 0.20901 0.67945 -0.2842 0.3909 0.0399
C -0.97711 0.81429 0.18075 1.1384 1.5112 0.5023
O -1.22006 1.98624 0.02284 -0.0877 -0.6530 0.0000
C -1.57810 -0.42418 -0.32083 1.8715 -1.7885 -0.3762
C 0.05046 -1.08670 -0.07742 -3.0344 0.0456 0.0981
O 0.82989 -1.33240 -1.15932 0.3344 0.3663 -0.7147
H 2.34308 0.77654 0.65044 -0.0628 0.1339 -0.0842
H 1.29030 1.88074 -0.00486 0.1367 -0.0963 0.0454
H 0.39550 0.10285 1.76932 0.0723 -0.0507 -0.0891
H -2.24657 -0.95685 0.34824 -0.1136 0.1109 0.1068
H -1.96461 -0.37730 -1.33551 -0.1114 0.0008 -0.0166
H -0.09319 -1.99687 0.49949 0.2577 0.0419 0.1425
H 1.29628 -0.48710 -1.34562 -0.0423 -0.3364 0.1105

Entry 2:
62
Properties=species:S:1:pos:R:3:forces:R:3 method="wB97M-V/def2-TZVPD" smiles="CC(C)(C)OC(=O)N1CCC[C@H]1C(=O)N[C@@H](CO)[C@H](O)[C@@H]1C[C@@H]1C(=O)NC1CC1"
C 1.62064 1.84701 0.91413 -0.2047 -0.0055 -0.3145
C 1.51475 2.54984 -0.43688 0.5625 0.2697 0.4489
C 1.01781 3.98309 -0.24913 -0.0334 -0.4234 -0.1636
C 2.84270 2.53564 -1.19101 -0.2867 -0.1740 -0.0142
O 0.47091 1.92594 -1.22734 -0.0779 0.0549 -0.1553
C 0.56000 0.68510 -1.70928 -0.2258 -0.0809 -0.2099
O 1.49130 -0.09004 -1.61655 0.3919 -0.0524 0.0794
N -0.59879 0.37104 -2.34407 -0.2501 0.0763 -0.0827
C -0.81840 -0.86907 -3.06184 0.2314 -0.3448 -0.1884
C -2.32853 -1.07874 -2.97620 0.0707 0.0788 -0.0527
C -2.87790 0.34860 -2.93648 0.0169 -0.0468 0.0358
C -1.81262 1.14349 -2.16768 -0.1528 0.5616 0.1703
C -2.16531 1.31046 -0.67386 0.2061 -0.2236 -0.4913
O -2.75148 2.30441 -0.29116 -0.2915 0.4439 0.0548
N -1.79167 0.26458 0.07783 0.0936 -0.4682 0.1792
C -1.76297 0.07030 1.52143 -0.3237 0.0754 0.6430
C -2.51406 1.14250 2.32318 0.0313 -0.4464 -0.1012
O -1.89670 2.39625 2.27016 0.2318 0.4970 -0.1052
C -2.32285 -1.33550 1.88322 0.0966 0.2418 -0.3818
O -2.02105 -1.65816 3.20248 0.2610 -0.0322 0.4936
C -1.86723 -2.39073 0.87427 -0.2282 -0.0344 0.2435
C -1.33073 -3.71351 1.29783 -0.1633 0.0458 -0.0628
C -0.40764 -2.72761 0.61974 0.0964 -0.0196 -0.2099
C 0.71084 -2.16720 1.43729 -0.0247 -0.1566 -0.4210
O 0.63191 -1.99152 2.64751 0.0158 0.0418 0.3935
N 1.83892 -1.92660 0.74529 0.1848 0.0194 -0.1736
C 3.05720 -1.52688 1.37687 0.0967 -0.0270 0.2230
C 4.08618 -0.80445 0.56910 -0.0291 0.1286 -0.0397
C 4.33023 -2.22388 0.99060 0.0631 -0.0979 0.1681
H 0.69013 1.96242 1.46613 -0.0977 0.0074 0.0873
H 2.42451 2.28867 1.49562 0.1105 0.0705 0.0760
H 1.83235 0.79148 0.77422 0.0559 -0.1115 0.0271
H 1.70971 4.53321 0.38104 0.0935 0.0553 0.0769
H 0.93569 4.48316 -1.21068 0.0119 0.0823 -0.1013
H 0.03883 3.97483 0.22228 -0.0980 0.0235 0.0841
H 2.72580 3.01485 -2.16097 0.0212 0.0749 -0.0936
H 3.59102 3.07701 -0.61957 0.0561 0.1114 0.0727
H 3.18358 1.51643 -1.34455 0.0715 -0.0050 0.0016
H -0.23281 -1.67586 -2.61589 -0.0403 0.0380 -0.0659
H -0.49741 -0.75230 -4.10379 -0.0029 -0.1108 0.0605
H -2.71073 -1.64310 -3.82388 -0.0104 -0.0689 0.0235
H -2.59314 -1.61137 -2.06262 0.0189 -0.0349 0.0133
H -3.85079 0.41197 -2.45296 -0.0339 0.0656 -0.0455
H -2.96960 0.74242 -3.94872 -0.0148 0.0351 0.0062
H -1.70003 2.15735 -2.56563 -0.0892 -0.1396 0.1613
H -1.26235 -0.44712 -0.40524 -0.0566 0.1472 -0.0623
H -0.71113 0.10045 1.84063 -0.1443 -0.0180 0.0021
H -2.50442 0.82426 3.36890 -0.0540 -0.0569 -0.1667
H -3.55335 1.19555 1.97662 0.0227 -0.0448 0.0496
H -2.13003 2.77604 1.40476 -0.0322 -0.1224 0.1435
H -3.41983 -1.29197 1.83541 0.1209 0.0059 -0.1083
H -1.04824 -1.76581 3.27136 -0.1948 0.0156 -0.0592
H -2.49416 -2.40120 -0.01116 0.1561 -0.0590 -0.0438
H -1.62598 -4.59894 0.75642 0.0175 -0.0058 -0.1319
H -1.17379 -3.86610 2.35518 0.0511 0.1147 0.0581
H -0.13475 -2.93230 -0.41023 -0.0547 -0.0396 0.0126
H 1.84093 -1.92346 -0.26518 -0.2776 0.0045 0.0715
H 2.89344 -1.26458 2.41387 0.1153 0.0287 -0.0912
H 4.65070 -0.01613 1.04159 0.0261 0.0621 0.0801
H 3.85618 -0.62245 -0.46959 -0.0664 -0.0041 -0.1033
H 5.05778 -2.41936 1.76229 0.0537 0.0219 0.0952
H 4.27641 -2.99240 0.23487 -0.0940 -0.0442 -0.0956

Entry 3:
A molecular structure, C3H5N3O at a distorted geometry, computed with ωB97M-V/def2-TZVPD.

Structure (XYZ):
```
12
Properties=species:S:1:pos:R:3:forces:R:3
C -0.59494 -0.80607 -0.16737 1.0656 -0.3079 -0.3906
N 1.49272 1.63254 0.43007 1.1667 0.2378 1.7958
N -1.41940 -1.89173 -0.34605 -0.3876 -0.1061 -0.0488
C 0.68288 -0.46587 -0.49171 -0.8282 -0.3625 1.7228
N 0.54253 0.95063 -0.34195 -1.5924 0.5121 -1.3519
C -0.88010 0.59760 0.18771 1.1643 1.0959 -0.4712
O -1.70311 1.28639 0.69352 0.3797 -0.3657 -0.0179
H 1.11580 2.40026 0.98174 -0.5216 -0.4541 -0.1821
H 2.23994 2.06068 -0.11164 -0.5754 -0.2471 -0.5530
H -2.11844 -2.02783 0.36827 0.0716 -0.0305 -0.0383
H -0.97688 -2.74635 -0.64693 0.0054 0.0931 0.1231
H 1.61900 -0.99025 -0.55567 0.0518 -0.0649 -0.5881
```
Positions in Å, forces in eV/Å.

Entry 4:
95
Properties=species:S:1:pos:R:3:forces:R:3 method="wB97M-V/def2-TZVPD" charge=+2
Al 0.03757 0.21791 -0.16026 0.0392 0.1967 0.2070
N 3.47831 0.66570 2.28614 -0.0535 0.1127 0.4709
C 2.95031 0.03646 1.24593 0.1298 -0.0230 0.0265
N 1.67837 0.38493 1.15750 -0.5419 0.5577 0.1402
C 1.51196 1.26555 2.20286 -0.5420 -0.0183 -0.0618
N 2.58127 1.45968 2.91753 0.2410 -0.3380 -0.3965
C 0.18098 1.84226 2.42312 0.3915 -0.2208 -0.0947
C -0.13523 2.78868 3.37902 -0.2425 0.2089 0.2237
N -1.38652 3.22587 3.51647 0.1045 -0.1754 -0.1365
C -2.30760 2.71036 2.70332 0.1212 0.1761 0.2612
C -1.98378 1.77912 1.73029 -0.0484 -0.1720 -0.1039
N -0.73445 1.34911 1.59125 -0.1263 0.0574 -0.1525
H 4.42485 0.61607 2.62775 0.1000 -0.0245 0.0207
H 3.49384 -0.63276 0.59034 -0.0461 0.1753 0.1258
H 0.62918 3.19363 4.03511 -0.1043 -0.0112 -0.0357
H -3.32856 3.05618 2.82179 0.0745 -0.0111 0.0052
H -2.72823 1.37859 1.05355 0.0109 0.0547 -0.0077
C -2.24255 -1.60440 2.79856 -0.0069 0.1390 -0.0553
As -0.66991 -1.76179 1.66912 0.2138 -0.0606 -0.0828
C 0.64770 -1.98860 3.08576 -0.0151 0.0916 0.0149
C -0.68229 -3.61162 1.04354 -0.2264 0.0047 -0.1431
C -1.61791 -4.00131 -0.11663 -0.1018 0.1147 0.0329
C -1.60076 -5.53702 -0.19813 0.0949 0.0063 -0.0041
C -1.08441 -3.46690 -1.46055 -0.1163 0.1278 0.3181
As -1.03412 -1.53491 -1.84074 0.0172 -0.0649 -0.0210
C -2.85309 -1.09384 -2.33767 -0.0019 0.1185 0.1448
C -0.24213 -1.65071 -3.60321 -0.0926 0.1221 -0.0549
C -3.05801 -3.52445 0.17466 0.3184 -0.1661 -0.0047
As -4.45733 -4.14412 -1.08838 -0.0018 0.0156 -0.0833
C -5.01470 -5.74877 -0.12648 -0.0739 -0.0810 0.0194
C -5.84207 -2.97196 -0.35552 -0.0590 0.0146 0.0429
H -2.42927 -2.56576 3.26816 -0.0296 -0.0776 0.0598
H -3.12170 -1.29945 2.23881 -0.0300 -0.0026 -0.0200
H -2.02864 -0.86656 3.57018 -0.0226 0.0332 0.0287
H 0.32057 -2.80112 3.73088 0.0072 -0.0428 0.0505
H 0.72808 -1.08097 3.68473 -0.0006 -0.0027 -0.0229
H 1.62331 -2.23703 2.67328 0.0229 -0.0153 -0.0328
H -0.92989 -4.20862 1.92057 -0.0209 -0.0690 0.1197
H 0.35484 -3.83880 0.79023 0.1026 -0.0617 -0.0521
H -0.57932 -5.91570 -0.30356 -0.0772 0.0380 0.0028
H -2.17520 -5.88812 -1.05791 0.0304 0.0105 0.0225
H -2.03499 -5.97614 0.70424 0.0354 0.0299 -0.0613
H -1.67625 -3.88481 -2.27238 -0.0830 -0.0407 -0.1393
H -0.05964 -3.81239 -1.60828 0.0932 -0.0628 0.0098
H -3.33184 -1.97916 -2.74208 -0.0749 -0.1233 -0.0569
H -2.79302 -0.31705 -3.09283 -0.0081 0.0734 -0.0405
H -3.42819 -0.72115 -1.49232 -0.0150 -0.0110 0.0244
H -0.94511 -2.18090 -4.24288 -0.0013 -0.0324 -0.0536
H 0.69512 -2.19440 -3.57619 0.1095 -0.0719 0.0144
H -0.08348 -0.64759 -3.99220 -0.0041 0.0232 0.0234
H -3.10897 -2.43297 0.17357 0.0137 0.1291 -0.0283
H -3.36359 -3.85770 1.17246 0.0646 0.0231 -0.0101
H -4.34105 -6.58017 -0.32259 -0.0183 0.0097 0.0013
H -6.00360 -6.02094 -0.49434 -0.0015 -0.0315 0.0214
H -5.07575 -5.57028 0.94890 0.0065 0.0106 -0.0511
H -5.64815 -1.93187 -0.61830 0.0093 -0.0109 -0.0171
H -5.89127 -3.07197 0.73059 -0.0088 0.0218 -0.0341
H -6.80662 -3.25280 -0.77744 0.0257 0.0095 0.0088
C -2.07037 3.73283 -1.77579 0.2051 -0.1343 0.1886
O -1.39501 2.84727 -0.83342 -0.0571 0.0202 0.2511
C -0.91819 1.67452 -1.27351 0.0310 -0.1217 -0.5645
O -0.99394 1.37391 -2.45498 0.0011 -0.0338 0.0785
H -2.87728 4.20267 -1.22465 -0.0085 0.0160 0.0496
H -2.44850 3.17834 -2.62379 -0.0378 -0.1119 -0.0717
H -1.36449 4.48711 -2.11064 0.0489 0.0161 -0.0257
C 6.50649 -0.11297 1.58054 0.0349 0.0775 -0.1575
C 6.35100 0.52713 0.21722 0.0232 -0.0772 -0.0177
C 7.02035 0.03324 -0.89954 0.0227 -0.0515 -0.0211
C 6.85689 0.61064 -2.15454 0.1005 -0.1250 0.0091
C 6.02531 1.71005 -2.31864 -0.0260 0.2776 -0.2518
N 5.85947 2.26265 -3.62460 -0.0006 -0.1476 0.2783
C 4.75358 2.85644 -4.18827 -0.0978 0.1140 -0.0748
O 4.79476 3.58318 -5.14982 0.0973 -0.2067 0.3479
N 3.51988 2.57634 -3.56031 0.1321 -0.1880 0.1837
C 3.12778 1.38220 -2.98038 0.1668 0.1717 -0.1410
C 3.79689 0.18013 -3.19669 0.1369 -0.1640 -0.3181
C 3.37926 -0.96137 -2.54089 0.1420 -0.1276 -0.0336
C 2.29480 -0.89474 -1.69748 -0.1407 0.4189 0.0502
N 1.63076 0.25937 -1.49122 -0.0338 -0.4428 -0.2714
C 2.03996 1.36721 -2.11624 -0.1677 -0.0478 0.3210
C 5.38943 2.24718 -1.20388 0.0472 0.1206 0.1294
C 5.54509 1.65062 0.03932 0.0019 0.1750 -0.0110
H 7.30720 -0.85410 1.58710 -0.0911 0.0767 0.0206
H 5.58880 -0.63528 1.88336 0.2604 -0.1603 -0.0779
H 6.73884 0.63330 2.34629 0.0239 -0.0311 -0.0474
H 7.68842 -0.81605 -0.79115 -0.0633 0.0738 -0.0266
H 7.38603 0.20453 -3.01394 -0.0741 0.0302 0.1296
H 6.68277 2.35295 -4.19704 0.1224 0.0668 -0.0546
H 2.82385 3.27840 -3.74606 -0.1385 0.0175 -0.1251
H 4.63790 0.13962 -3.88286 -0.2263 -0.0142 0.1069
H 3.89370 -1.90276 -2.69498 -0.0578 0.0720 0.0029
H 1.93434 -1.76927 -1.17168 -0.0818 -0.0885 0.0411
H 1.50336 2.28666 -1.90208 -0.0145 -0.1215 -0.0598
H 4.79967 3.15110 -1.29978 0.0192 -0.0612 -0.0063
H 5.06552 2.10994 0.90249 0.1187 0.0288 -0.2138

no.,total energy (Eh)
1,-361.80289
2,-1397.64627
3,-356.72209
4,-8861.31676